Entry 1:
This record from OMol25 describes a structure of composition C21H17Cl45FeO4 in a non-equilibrium geometry. The level of theory is the ωB97M-V functional and the def2-TZVPD basis.

```
88
C21H17Cl45FeO4 (the ωB97M-V functional and the def2-TZVPD basis)
Cl 3.640 -4.040 2.515
C -1.807 6.021 -2.417
Cl -0.171 2.493 -4.488
H -6.877 4.802 1.542
Cl 0.208 -7.774 -2.304
O 1.870 -1.843 0.117
Cl -7.264 2.698 2.219
H -4.836 -1.573 4.470
Cl 4.574 -5.248 0.092
Cl -5.099 -2.105 -0.977
Cl -7.924 -1.490 -0.589
H 4.457 -3.000 0.665
Cl -1.175 5.839 -0.788
Cl -4.758 0.460 3.378
Cl -2.028 2.237 5.677
Cl -3.276 4.950 -2.583
Cl 4.702 4.584 -2.319
H 5.013 0.363 0.032
Cl -1.926 2.769 2.867
O 2.728 0.730 -0.468
Cl -1.471 -5.107 1.518
H 2.242 2.608 1.319
C -1.165 -0.082 0.037
Cl 0.824 0.414 3.252
Cl 2.167 4.791 0.474
O -1.704 2.230 -0.339
C 4.790 -3.903 1.189
C 3.223 3.722 -2.693
Cl 3.530 2.736 -4.105
Cl 2.803 -6.778 -3.014
Cl 6.772 0.761 1.491
Cl 1.826 4.828 -2.974
Cl -5.959 0.695 -0.502
C -0.752 1.327 -0.282
C 3.391 -1.573 -2.868
C -1.457 1.334 -4.784
C 1.064 -0.972 0.079
H -6.547 -0.820 -2.264
Cl -6.578 -1.756 2.980
C -4.900 -1.313 3.425
C -6.266 4.083 2.053
Cl 1.200 -5.345 -1.025
C 2.765 3.541 1.535
O -2.577 -0.237 0.112
H -0.367 -3.302 -1.745
C 6.091 0.366 -0.088
Cl -3.780 -2.073 2.342
Cl 1.862 -1.266 -3.703
Cl 3.859 -3.223 -3.094
C 1.575 0.547 -0.307
C -0.375 -1.136 0.205
C -6.385 -0.942 -1.223
H -1.088 5.640 -3.123
H -0.423 3.455 4.410
Cl 2.313 3.883 3.284
Cl -0.370 -3.463 3.636
H -1.121 0.323 -4.897
C -1.064 -3.409 -2.562
H 1.021 2.583 -0.656
Cl 0.682 -6.207 3.275
Cl -2.453 -4.342 -1.917
H 3.023 3.073 -1.834
Cl -4.897 3.782 0.831
Cl 6.589 1.617 -1.264
C 0.536 1.617 -0.476
Cl -1.570 -1.749 -3.002
Cl -2.344 1.772 -6.236
C 2.180 -0.749 3.550
Cl -5.621 4.701 3.472
Cl 4.620 -0.497 -3.529
Cl -2.212 7.733 -2.761
Cl 2.160 -1.365 5.214
Fe -3.425 1.586 0.050
Cl -2.190 4.994 4.805
Cl 6.449 -3.832 1.756
Cl 4.489 3.347 1.403
C -1.502 3.393 4.463
Cl 3.710 -0.048 3.113
C -0.021 -4.748 2.477
H 2.076 -7.549 -0.960
C 1.585 -6.924 -1.690
Cl -2.520 1.289 -3.300
H 3.270 -1.347 -1.804
H 0.695 -4.342 1.803
Cl 6.623 -1.232 -0.615
H -0.596 -2.214 0.401
H 1.962 -1.615 2.966
Cl -0.318 -4.182 -3.920
```

Computed properties:
charge = 0
multiplicity = 5
molar mass = 1984.6 g/mol
E_tot = -628137.838 eV

Mulliken atomic charge list, values in e, 2 entries:
1 Cl -0.13
2 C 0.19

***

Entry 2:
This record from OMol25 describes an isolated molecule of C21H17ClN2O3S in a non-equilibrium geometry. The level of theory is the ωB97M-V functional and the def2-TZVPD basis.

```
45
C21H17ClN2O3S (the ωB97M-V functional and the def2-TZVPD basis)
C -5.521 2.626 3.563
O 2.715 0.277 0.062
C -4.071 2.754 3.620
H -5.855 -0.208 1.857
H 3.559 -0.857 -4.049
H -3.364 -0.135 1.750
H 5.635 -0.781 -2.580
C 4.638 -0.603 -2.213
S 3.218 -4.363 -1.961
N 2.554 0.659 -3.058
C 0.791 -1.159 0.273
O -0.790 -2.991 0.517
H -3.618 3.523 4.170
H -1.617 2.362 -1.318
C -1.794 2.096 0.756
H 0.600 -4.282 -0.716
C -3.271 1.672 3.079
C -0.065 0.036 0.508
C 2.085 -0.891 -0.255
H 0.075 -0.113 2.492
C -5.303 0.538 2.328
H 1.785 -0.016 -3.292
H 2.444 1.493 -3.636
C -1.318 1.760 -0.481
C 2.773 -1.938 -0.969
H -0.296 0.277 -1.636
C 2.211 -3.182 -1.098
Cl 5.660 -3.239 -3.405
C 3.991 -1.918 -1.739
C -6.060 1.542 2.934
C -0.429 0.489 1.773
C -0.426 0.659 -0.592
H -7.171 1.356 2.969
H -2.418 2.967 1.039
H -6.128 3.495 4.009
O -1.877 1.679 3.182
C 0.271 -2.541 0.044
C -3.932 0.590 2.343
C 3.776 -0.029 -3.414
C -1.291 1.478 1.960
H 4.397 0.738 -3.898
C 4.458 -3.100 -2.140
H 3.260 0.617 -0.757
H 4.699 0.112 -1.430
N 1.019 -3.451 -0.591
```

Computed properties:
charge = 0
molar mass = 412.9 g/mol
E_tot = -54530.744 eV
SMILES = NCCc1c(Cl)sc2[nH]c(=O)c(-c3cccc(Oc4ccccc4)c3)c(O)c12

Mulliken atomic charge list, values in e, 2 entries:
1 C -0.44
2 O -0.68

***

Entry 3:
This record from OMol25 describes an isolated molecule of C21H17ClN4O4 in a non-equilibrium geometry. The level of theory is the ωB97M-V functional and the def2-TZVPD basis.

```
47
C21H17ClN4O4 (the ωB97M-V functional and the def2-TZVPD basis)
H 7.043 0.869 0.006
O -2.014 -3.352 -0.846
C 6.606 -1.767 0.329
N 0.066 -0.662 0.227
C 5.580 -0.691 0.190
C -2.489 -3.024 0.441
H -7.182 -0.838 -0.202
H -5.174 -2.529 0.654
Cl 3.656 -2.580 0.430
H -3.161 -3.814 0.811
N -2.618 1.919 0.184
C 5.987 0.635 0.030
C -4.589 -1.628 0.554
C -6.711 -0.274 0.601
O 1.414 2.109 0.020
C -5.224 -0.388 0.511
O 7.653 -1.661 -0.519
H 7.546 -0.929 -1.141
C 2.716 2.436 -0.059
H -1.283 4.115 -0.056
H -2.526 -3.927 -2.694
C 3.701 1.380 0.018
H -3.658 -2.755 -1.974
H -7.004 0.768 0.528
H 5.410 2.677 -0.154
H 1.251 5.352 -0.294
C -3.207 -1.696 0.466
C 0.693 3.239 -0.065
C -1.074 -0.537 0.261
N -1.302 2.033 0.115
H -7.061 -0.681 1.548
C 2.841 3.806 -0.199
O 6.557 -2.653 1.131
C -3.219 0.700 0.305
H 2.223 -0.169 0.208
H 3.748 4.367 -0.288
H -3.238 2.732 0.159
C -3.029 -3.632 -1.776
H -1.596 -2.983 1.069
C -2.482 -0.504 0.338
H -3.668 -4.454 -1.430
C 3.279 0.057 0.166
C -0.733 3.170 -0.002
C 4.210 -0.962 0.263
C 5.070 1.660 -0.047
N -4.545 0.741 0.386
C 1.539 4.324 -0.203
```

Computed properties:
charge = 0
molar mass = 424.8 g/mol
E_tot = -48724.356 eV
SMILES = COCc1cc(C)nc(N/N=C/c2ccc(-c3ccc(C(=O)O)c(Cl)c3)o2)c1C#N

Mulliken atomic charge list, values in e, 2 entries:
1 H 0.47
2 O -0.30

***

Entry 4:
This record from OMol25 describes a structure of composition C21H17N4O8RuS3 in a non-equilibrium geometry. The level of theory is the ωB97M-V functional and the def2-TZVPD basis.

```
54
C21H17N4O8RuS3 (the ωB97M-V functional and the def2-TZVPD basis)
C 0.138 0.358 -4.114
H 0.253 0.765 5.743
S -2.197 -0.889 -3.474
H -3.366 -0.105 1.192
C -3.012 -0.825 0.463
S 0.158 -0.440 1.778
C -2.735 -2.492 2.329
H -0.583 1.136 -4.361
H -3.154 0.548 -1.194
C -2.222 -3.020 -0.073
C 2.711 -1.489 -0.820
H 0.639 0.055 -5.034
O 0.915 4.379 -0.304
O 3.041 -0.524 -3.374
C -0.210 4.135 3.748
C 1.484 0.769 4.290
N 4.096 -4.655 -0.321
N 1.136 2.142 2.412
C -2.898 -0.451 -0.869
O -2.711 0.441 -3.655
S 3.497 -1.033 0.634
O 1.071 0.332 5.472
H -1.731 -2.634 2.735
Ru 1.998 0.554 1.457
C -2.116 -2.668 -1.405
C 0.770 3.258 1.771
C 0.082 4.281 2.396
H 1.663 1.775 -3.500
H -1.772 -3.385 -2.140
H -0.734 4.918 4.278
C 1.207 3.264 0.346
C -2.664 -2.103 0.881
H -1.952 -4.022 0.237
C 1.923 -3.040 -2.495
H -3.231 -1.724 2.922
O 2.415 0.231 3.724
C 0.868 2.001 3.711
H -0.136 -1.678 -3.690
C 1.124 0.919 -3.084
N -0.564 -0.772 -3.520
H -3.278 -3.429 2.461
C 3.489 -3.792 -0.776
H -0.208 5.162 1.845
C 2.733 -2.735 -1.365
O 1.791 2.324 -0.154
O -2.631 -1.966 -4.313
C -2.444 -1.375 -1.792
C 2.156 -0.105 -2.695
H 0.568 1.226 -2.201
C 0.201 2.993 4.416
H 0.023 2.895 5.479
H 1.234 4.298 -1.217
N 1.234 -3.289 -3.382
O 1.930 -0.518 -1.400
```

Computed properties:
charge = 0
multiplicity = 2
molar mass = 650.7 g/mol
E_tot = -79479.311 eV

Mulliken atomic charge list, values in e, 2 entries:
1 C -1.12
2 H 0.30

***

Entry 5:
This record from OMol25 describes a structure of composition C21H18AlClO7P in a non-equilibrium geometry. The level of theory is the ωB97M-V functional and the def2-TZVPD basis.

```
49
C21H18AlClO7P (the ωB97M-V functional and the def2-TZVPD basis)
H -3.851 -4.113 -1.050
Al 1.216 3.574 -0.096
C -6.950 -3.034 -2.129
C 5.148 0.256 2.935
Cl -0.186 6.921 -0.675
C 5.766 -0.812 2.124
C -0.659 -2.870 -1.371
H 3.358 1.242 3.506
C -4.618 -3.581 -1.600
O -0.458 5.384 2.120
C 3.550 -1.430 1.273
H 5.819 0.854 3.540
H -0.802 0.024 1.292
H -1.451 -2.282 1.975
O 1.724 -0.169 2.066
H 5.339 -2.416 0.702
O 6.974 -1.005 2.142
C 3.604 5.320 0.834
C 2.869 3.853 1.157
C 4.870 -1.638 1.291
C -5.921 -3.768 -1.367
P -0.520 5.076 0.377
O -1.410 -4.302 0.343
C -0.311 -1.633 -1.737
C -1.130 -2.047 0.967
C -6.484 -2.084 -3.160
H 0.362 5.963 2.234
C -5.182 -1.898 -3.393
H 0.609 2.103 0.069
H 0.011 -1.398 -2.745
C -0.782 -0.810 0.601
H 3.627 3.003 0.889
O -0.031 0.622 -1.113
H -0.638 -3.704 -2.062
C -0.347 -0.511 -0.778
H -6.279 -4.459 -0.614
C -1.093 -3.169 0.008
O -2.960 -2.460 -2.843
H 2.879 -2.028 0.668
C 2.931 -0.362 2.084
C -4.153 -2.632 -2.630
O -8.142 -3.206 -1.916
H 2.530 3.768 2.296
H 1.633 3.761 -1.618
H -7.252 -1.553 -3.710
C 3.915 6.621 0.336
H -4.823 -1.206 -4.146
C 3.828 0.464 2.917
H 3.872 7.769 0.009
```

Computed properties:
charge = -1
molar mass = 475.8 g/mol
E_tot = -64803.150 eV

Mulliken atomic charge list, values in e, 2 entries:
1 H 0.43
2 Al -0.25